Version 1
DFT (ωB97M-V/def2-TZVPD) results for a cluster of 2 separate species, C4H12N3 in total.

Output
E_LUMO = -3.82 eV
net charge = +1
gap between HOMO and LUMO = 9.80 eV

CARTESIAN COORDINATES (ANGSTROEM)
C -2.04272 0.77631 -0.47863
C -1.50353 0.48519 1.94168
C 2.11227 -0.05251 -1.18292
C 2.48435 -1.13286 0.84307
N -2.09949 0.10751 -1.64426
N -1.26867 0.27405 0.49468
N 1.69456 -0.50503 0.10164
H -2.79430 1.55759 -0.35297
H -1.43094 -0.49846 2.51021
H -0.65450 1.17101 2.14410
H -2.48486 0.96604 2.18971
H 3.13835 0.34751 -1.23220
H 2.15739 -0.90292 -1.94407
H 1.39574 0.76939 -1.49596
H -0.33125 -0.09460 0.14411
H 2.07590 -1.64982 1.75366
H 3.44966 -1.40245 0.53468
H -2.29706 0.50986 -2.53184
H -1.60090 -0.72581 -1.79468

Version 2
DFT (ωB97M-V/def2-TZVPD) results for a structure of composition C4H12N3.

Output
E_LUMO = -3.15 eV
net charge = +1
gap between HOMO and LUMO = 11.07 eV

CARTESIAN COORDINATES (ANGSTROEM)
C -0.34985 0.47666 1.62695
C 0.76738 -2.86505 0.69930
C 0.07639 -0.33854 -0.61713
C 0.26811 -1.55006 0.97882
N 0.01324 -0.85830 1.98005
N -0.69181 0.62709 0.26552
N -0.18730 2.61940 -1.92741
H 0.59887 1.16653 1.86570
H -1.15207 0.74104 2.29256
H 1.12447 -2.79490 -0.32408
H -0.19706 -3.36765 0.70725
H 1.60956 -3.27070 1.35278
H -0.59814 -0.62054 -1.44900
H 0.98447 0.06154 -1.01852
H -1.62863 0.13990 0.24532
H -0.83989 1.52075 -0.15538
H -0.36041 3.59009 -1.96530
H -0.23604 2.23616 -2.90444
H 0.79870 2.48658 -1.65302

Version 3
DFT (ωB97M-V/def2-TZVPD) results for a cluster of 2 separate species, C4H12N3 in total.

Output
E_LUMO (alpha / beta) = -4.56 / -5.04 eV
net charge = +1
gap between HOMO and LUMO (alpha / beta) = 7.40 / 6.37 eV

CARTESIAN COORDINATES (ANGSTROEM)
C 1.52475 0.37151 -0.31858
C 2.22774 0.92298 -1.38066
C -1.70076 -0.41491 1.50832
C -1.15793 -1.10744 0.24667
N 1.94459 -0.29139 0.69479
N -1.02470 -0.23875 -0.89855
N -1.58986 0.85898 -0.98989
H 2.07322 0.26637 -2.15545
H 1.96056 1.90674 -1.75429
H 3.27630 1.06563 -1.19755
H -1.05756 0.33203 2.09722
H -2.72897 0.02465 1.41374
H -1.91241 -1.11968 2.42360
H -0.23681 -1.69160 0.37856
H -1.75635 -1.89066 -0.03129
H 2.86161 -0.77553 0.85250
H -1.58542 1.30243 -1.88296
H 1.24626 -0.60554 1.35977
H -2.36426 1.08415 -0.36596

Version 4
DFT (ωB97M-V/def2-TZVPD) results for the ion C4H12N3 with charge +1.

Output
E_LUMO = -2.88 eV
SMILES = C[C@@H](N)CNC=[NH2+]
net charge = +1
gap between HOMO and LUMO = 10.99 eV

CARTESIAN COORDINATES (ANGSTROEM)
C -1.48863 -1.78468 -0.82343
C -0.28168 -1.01761 -0.29516
N 0.23445 -0.00444 -1.20285
C -0.65415 -0.27251 1.02269
N 0.46235 0.57618 1.35273
C 0.72126 1.58797 0.55464
N 1.89874 2.17050 0.46611
H -1.22293 -2.35581 -1.70797
H -2.29473 -1.10109 -1.08110
H -1.84726 -2.47524 -0.06766
H 0.52651 -1.72014 -0.06492
H 0.97939 -0.34584 -1.79550
H -0.50033 0.37277 -1.79007
H -1.53783 0.34520 0.85334
H -0.85155 -0.96908 1.83357
H 1.24069 0.12328 1.82097
H -0.11826 2.06722 0.06972
H 2.72432 1.76395 0.88351
H 2.00963 3.03938 -0.02864

version 4 (0.0716 hartree below the next structure)

Version 1
DFT (ωB97M-V/def2-TZVPD) results for a cluster of 2 separate species, C4H12N3 in total.

Output
E_LUMO = -4.06 eV
net charge = +1
gap between HOMO and LUMO = 8.97 eV

CARTESIAN COORDINATES (ANGSTROEM)
C 0.06228 0.95309 2.03371
C 1.00096 0.65607 3.11640
C 0.45387 -1.10930 -3.19596
C -0.49309 -0.84494 -1.95927
N -1.03196 0.28607 1.80947
N -0.05498 -0.17485 -0.75974
N 1.06105 0.10432 -0.35443
H 1.53026 1.67296 3.37165
H 0.50821 0.11884 4.03100
H 1.68417 -0.02562 2.68011
H 0.04260 -0.56598 -4.14668
H 1.44680 -0.67031 -2.93259
H 0.68168 -2.17601 -3.51830
H -1.20287 -0.13410 -2.32485
H -1.10207 -1.81225 -1.58726
H -1.16955 -0.45313 2.53059
H 0.40400 1.63949 1.15207
H -1.61861 0.24309 0.95354
H 1.92391 -0.21430 -0.77351

Version 2
DFT (ωB97M-V/def2-TZVPD) results for the ion C4H12N3 with charge +1.

Output
E_LUMO = -3.01 eV
SMILES = C[C@@H](N)C/[NH+]=C\N
net charge = +1
gap between HOMO and LUMO = 11.66 eV

CARTESIAN COORDINATES (ANGSTROEM)
C -2.24457 0.24610 0.08620
C -0.75384 -0.06338 0.30824
N -0.47820 -1.48760 -0.12772
C 0.06847 1.09941 -0.35026
N 1.44044 1.25074 0.08728
C 2.33365 0.19774 0.05443
N 2.06965 -1.05211 0.00166
H -2.48843 1.31308 0.42699
H -3.02463 -0.45039 0.71390
H -2.60642 0.24897 -0.95542
H -0.68747 -0.02805 1.37390
H -1.26830 -1.56331 -0.80873
H -0.65385 -2.19904 0.61985
H 0.02393 0.99810 -1.44964
H -0.37023 2.03604 0.08546
H 1.78575 2.16149 -0.35475
H 3.30555 0.63845 0.18629
H 0.93688 -1.46528 -0.13345
H 2.61161 -1.88095 0.23575

version 2 (0.0871 hartree below the next structure)

Version 1
DFT (ωB97M-V/def2-TZVPD) results for a cluster of 2 separate species, C4H12N3 in total.

Output
E_LUMO = -3.94 eV
net charge = +1
gap between HOMO and LUMO = 9.44 eV

CARTESIAN COORDINATES (ANGSTROEM)
C -2.66954 0.71631 -0.22714
C 0.85473 -0.68647 0.53135
C 3.93136 0.17402 0.15912
C -0.53219 -0.50412 0.05196
N -3.75567 -0.12222 -0.45819
N 3.02339 0.26084 -0.70683
N -1.43272 0.26485 0.57245
H -3.00655 1.52985 0.36904
H 1.08345 -0.08216 1.30259
H 1.65632 -0.60643 -0.38075
H 1.16835 -1.80840 0.65907
H 4.91937 0.59007 0.16006
H 3.61628 -0.33046 1.07099
H -2.18497 1.19982 -1.21883
H -0.79874 -0.97873 -0.94330
H -3.47982 -1.01970 -0.89389
H -4.49467 -0.23637 0.27889
H 3.26323 0.68183 -1.54250
H -1.16158 0.95746 1.21592

Version 2
DFT (ωB97M-V/def2-TZVPD) results for a structure of composition C4H12N3.

Output
E_LUMO = -3.45 eV
net charge = +1
gap between HOMO and LUMO = 11.05 eV

CARTESIAN COORDINATES (ANGSTROEM)
C 1.76910 1.02679 0.11960
C -2.40620 0.24205 -0.38822
C 1.63183 -1.38678 1.01004
C -1.26970 0.09826 0.61332
N 0.57748 1.52132 -0.26064
N 1.22502 -0.13499 0.46920
N 0.00118 0.26708 -0.06093
H 0.59253 -0.55464 -2.72642
H 2.76716 1.41012 0.12392
H -2.34158 -0.52992 -1.15204
H -3.35396 0.13340 0.12874
H -2.39007 1.21578 -0.86822
H 1.15116 -1.57024 1.97399
H 1.37364 -2.19619 0.32420
H 2.71104 -1.36984 1.14880
H -1.27097 -0.90906 1.03587
H -1.36962 0.82372 1.42773
H 0.27876 2.24813 -0.89197
H 0.32319 -0.33498 -2.02697

version 1 (0.0472 hartree below the next structure)

Version 1
DFT (ωB97M-V/def2-TZVPD) results for an isolated molecule of C6H10O2.

Output
E_LUMO = 0.12 eV
SMILES = C=CC(C)(C)C(=O)O
gap between HOMO and LUMO = 9.56 eV

CARTESIAN COORDINATES (ANGSTROEM)
C 1.49821 -1.46507 0.38588
C 0.67725 -0.89045 -0.54042
C -0.18840 0.24685 -0.25267
C 0.44548 1.35584 0.59694
C -0.88472 0.81237 -1.48234
C -1.37316 -0.38795 0.79629
O -2.47797 0.06583 0.70128
O -0.91258 -1.26981 1.61533
H 2.01735 -0.85263 1.11296
H 2.03717 -2.36655 0.12744
H 0.38030 -1.48721 -1.39760
H -0.29520 2.12893 0.79915
H 1.28386 1.79835 0.05553
H 0.81251 0.99237 1.55557
H -0.17267 1.36635 -2.09566
H -1.32084 0.01772 -2.08664
H -1.68806 1.47987 -1.17778
H 0.16148 -1.54482 1.28674

Version 2
DFT (ωB97M-V/def2-TZVPD) results for a structure of composition C6H10O2.

Output
E_LUMO = 0.66 eV
gap between HOMO and LUMO = 8.92 eV

CARTESIAN COORDINATES (ANGSTROEM)
C -2.34924 -1.08218 0.51126
C -2.08876 0.10755 -0.29264
C -0.74933 0.86157 -0.13627
C 0.52970 -0.23960 -0.17544
C 1.84940 0.46999 0.29700
C 2.92648 -0.46442 0.21982
H -1.81856 -2.09221 0.38041
H -2.16843 -0.97144 1.49459
H -3.67392 -1.35976 0.38603
H -2.50169 0.85449 -0.28016
H -1.99150 -0.09683 -1.20321
H 1.57804 0.87840 1.01808
H 2.23354 1.27361 -0.35329
H 3.11922 -0.93170 -1.00955
H 3.72968 -0.04424 0.18199
H 2.69058 -1.36407 0.74143
O -0.58572 1.98865 0.05431
O 0.34741 -1.24661 -0.54164

version 1 (0.2674 hartree below the next structure)

Version 1
DFT (ωB97M-V/def2-TZVPD) results for a structure of composition C6H10O2.

Output
E_LUMO = 0.55 eV
gap between HOMO and LUMO = 8.78 eV

CARTESIAN COORDINATES (ANGSTROEM)
C -0.71216 0.18894 -0.55707
C -0.88756 -0.94418 -1.51746
C 1.54917 1.20410 0.81171
C 0.89092 -0.12625 0.65427
C -2.03764 0.77852 0.18112
C 1.46232 -1.32037 0.77243
O -0.72307 -0.12578 0.90520
O -2.27230 1.96752 0.29592
H -0.22960 1.10650 -0.87391
H -2.78602 -0.02224 0.25446
H 0.07467 -1.40078 -1.77235
H -1.34792 -0.57891 -2.43908
H -1.52599 -1.72407 -1.09600
H 2.49708 1.08479 1.34243
H 1.77753 1.64698 -0.16135
H 0.89608 1.89496 1.34592
H 2.47294 -1.38783 1.15736
H 0.90155 -2.24190 0.69640

Version 2
DFT (ωB97M-V/def2-TZVPD) results for an isolated molecule of C6H10O2.

Output
E_LUMO (alpha / beta) = -0.96 / -0.96 eV
gap between HOMO and LUMO (alpha / beta) = 7.85 / 7.85 eV

CARTESIAN COORDINATES (ANGSTROEM)
C -0.51128 0.20016 1.11309
C -1.92095 0.74471 0.91579
C -0.33936 -0.65705 -1.42525
C 0.31636 0.32496 -0.20800
C 1.45991 -0.59658 -0.25952
C 2.59002 -1.05894 -0.67101
O 0.19870 0.93641 2.09864
O 0.58456 1.52079 -0.60879
H 0.43947 1.77473 1.67272
H -0.54029 -0.83453 1.46301
H -1.87694 1.72875 0.44551
H -2.53300 0.08147 0.30208
H -2.39566 0.84482 1.89178
H -1.23509 -0.08663 -1.66239
H -0.62942 -1.64094 -1.06106
H 0.24875 -0.68534 -2.34062
H 2.79762 -1.25305 -1.72023
H 3.34659 -1.34375 0.05426

Version 3
DFT (ωB97M-V/def2-TZVPD) results for an isolated molecule of C6H10O2.

Output
E_LUMO = 0.80 eV
SMILES = CC(=O)C/C(C)=C\O
gap between HOMO and LUMO = 9.25 eV

CARTESIAN COORDINATES (ANGSTROEM)
C -1.38115 1.50238 0.49891
C -1.17341 0.06081 0.87352
O -2.09347 -0.70758 1.13562
C 0.33808 -0.44194 1.11852
C 0.77834 -0.53550 -0.29332
C 1.84752 0.43335 -0.71722
C 0.07605 -1.21564 -1.23825
O -0.78280 -2.25392 -1.01985
H -0.74968 2.14790 1.11407
H -1.14225 1.65632 -0.55486
H -2.42123 1.78863 0.67255
H 0.90306 0.27743 1.71461
H 0.27016 -1.41979 1.60109
H 1.90270 0.54725 -1.80392
H 1.67989 1.42634 -0.28933
H 2.81903 0.06863 -0.36875
H 0.36479 -1.18848 -2.28482
H -1.23563 -2.14618 -0.15858

Version 4
DFT (ωB97M-V/def2-TZVPD) results for an isolated molecule of C6H10O2.

Output
E_LUMO = 0.91 eV
SMILES = C[C@@]12COCC[C@H]1O2
gap between HOMO and LUMO = 9.87 eV

CARTESIAN COORDINATES (ANGSTROEM)
C 1.82586 0.88056 -0.04277
C 1.00889 -0.35745 -0.34620
C 0.61731 -1.40562 0.64536
O -0.43630 -0.39365 1.40916
C -1.72887 -0.19865 0.66493
C -1.17486 1.00161 -0.38189
C -0.24252 -0.03552 -1.22858
O 1.05923 -0.61506 -1.73974
H 1.60744 1.64680 0.81414
H 1.56885 1.42849 -1.18535
H 2.94192 0.70210 -0.09801
H -0.14186 -2.28050 0.44479
H 1.26066 -1.64708 1.62908
H -2.42990 0.17536 1.51941
H -2.37952 -0.98632 0.25719
H -1.94902 1.30492 -1.09448
H -0.67231 1.83104 0.19190
H -0.73502 -1.05103 -1.45893

version 3 (0.1421 hartree below the next structure)

Version 1
DFT (ωB97M-V/def2-TZVPD) results for an isolated molecule of C6H10O2.

Output
E_LUMO = 0.35 eV
SMILES = C=C(OC)[C@@H](C)C=O
gap between HOMO and LUMO = 9.63 eV

CARTESIAN COORDINATES (ANGSTROEM)
C 1.90222 -1.23181 -0.67585
C 0.95222 -0.45984 0.03504
O 1.44455 0.76091 0.54826
C 0.65345 1.96102 0.02176
C -0.49345 -0.82349 0.27330
C -1.44300 -0.60839 1.34392
C -1.18617 -0.28540 -0.90426
O -2.02573 0.65161 -1.13082
H 3.02314 -0.97174 -0.75564
H 1.74482 -2.01228 -1.29306
H -0.23216 2.07607 0.08474
H 0.82126 2.95774 0.53224
H 0.85674 2.07417 -0.96959
H -0.43040 -1.92177 0.08739
H -1.20880 -1.23692 2.21018
H -2.60067 -0.64873 0.85404
H -1.32314 0.54891 1.53720
H -0.45488 -0.83008 -1.79885

Version 2
DFT (ωB97M-V/def2-TZVPD) results for a structure of composition C6H10O2.

Output
E_LUMO (alpha / beta) = 0.59 / 0.59 eV
gap between HOMO and LUMO (alpha / beta) = 6.45 / 6.45 eV

CARTESIAN COORDINATES (ANGSTROEM)
C 1.83914 -0.15274 0.96392
C -1.47211 0.01805 1.25110
C -1.22400 -0.29772 -1.59770
C 0.92544 -0.31495 -0.20628
C -0.27424 1.44436 -0.06369
C -0.44345 0.07007 -0.35605
O 1.44978 -1.04547 -1.28052
O -0.22361 2.54224 0.33735
H 2.24695 -0.60630 -1.61130
H 2.18533 -1.12460 1.32382
H 2.73669 0.42904 0.70046
H 1.36594 0.37868 1.78964
H -2.30643 0.72054 1.26184
H -0.80644 0.11440 2.10132
H -1.80523 -1.00607 1.11919
H -1.20708 -1.38163 -1.69467
H -0.75070 0.11014 -2.49142
H -2.23597 0.10195 -1.54700

Version 3
DFT (ωB97M-V/def2-TZVPD) results for a structure of composition C6H10O2.

Output
E_LUMO = 0.88 eV
gap between HOMO and LUMO = 10.80 eV

CARTESIAN COORDINATES (ANGSTROEM)
C 0.38826 -1.01772 -0.43724
C 0.86349 0.35402 -0.65153
C -0.42183 1.04823 -0.86932
C -0.73908 0.64995 0.63274
C 0.74790 0.82601 0.66892
C -0.75462 -0.83265 0.53160
H 2.40588 -1.07318 -0.45016
H -0.04056 -1.51629 -1.33560
H 1.81690 0.44845 -1.16380
H -1.26094 0.78828 -1.40709
H -0.35495 2.05107 -0.74955
H -1.32198 1.38768 1.30189
H 1.14121 0.20927 1.40383
H 1.36478 1.81491 0.92098
H -0.82098 -1.26325 1.53032
H -2.75706 -0.99423 0.15585
O 1.65214 -1.62486 0.16966
O -1.90855 -1.25569 -0.25152

Version 4
DFT (ωB97M-V/def2-TZVPD) results for a structure of composition C6H10O2.

Output
E_LUMO = 0.65 eV
gap between HOMO and LUMO = 7.92 eV

CARTESIAN COORDINATES (ANGSTROEM)
C -1.22192 0.23133 0.37305
C 0.07624 0.83611 -1.73245
C -0.19371 -1.18334 0.47803
C 0.05529 0.69327 -0.22752
C 1.08980 1.28112 0.48220
C -0.22912 -2.20295 -0.38884
O 0.19772 -1.43565 1.76803
O 1.04168 1.48465 1.82694
H 0.73111 -0.68739 2.08560
H 0.10481 1.55320 2.09137
H 2.06293 1.50342 0.06337
H -2.02606 0.06977 -0.34266
H -1.46057 0.49154 1.40209
H 0.65751 0.03215 -2.18945
H 0.50451 1.79426 -2.03687
H -0.92098 0.80189 -2.17750
H 0.08173 -3.18785 -0.06374
H -0.55098 -2.07554 -1.41164

version 4 (0.0341 hartree below the next structure)